DFT (ωB97M-V/def2-TZVPD) results for the molecule C2H2N2.

Each line ends with the Mulliken charge.
Positions of all 6 atoms, in Å:
1 C -0.6026 0.9052 0.6118  0.265
2 C -0.0165 -0.0725 -0.2491  -0.121
3 N -0.9616 1.6724 1.3772  -0.374
4 N 0.7499 -1.0045 0.1438  -0.333
5 H -0.4114 0.1876 -1.3664  0.277
6 H 1.2422 -1.6882 -0.5173  0.286

Summary:
F_max: 7.20 eV Å⁻¹
E: -186.73120 hartree
HOMO-LUMO gap (alpha / beta): 7.7 / 7.7 eV
2S+1: 3
Energy relative to the best compared isomer or geometry (same formula, charge and spin): 0.000 eV

DFT (ωB97M-V/def2-TZVPD) results for a 2-piece molecular cluster, C2H2N2O overall.

Each line ends with the Mulliken charge.
Positions of all 7 atoms, in Å:
1 C -1.8436 0.6098 -1.2946  0.072
2 C -0.0641 0.1156 1.0515  -0.214
3 N -0.8582 0.0953 -1.2960  -0.308
4 N 0.9139 -0.4018 0.7702  0.130
5 O 2.1710 -0.8811 0.5708  -0.277
6 H -2.8102 1.2102 -1.2213  0.235
7 H 2.4913 -0.7479 1.4193  0.362

Summary:
F_max: 7.21 eV Å⁻¹
E: -261.98229 hartree
HOMO-LUMO gap: 11.4 eV
Energy relative to the best compared isomer or geometry (same formula, charge and spin): 4.942 eV

DFT (ωB97M-V/def2-TZVPD) results for a 2-piece molecular cluster, C2H2N2O overall.

Each line ends with the Mulliken charge.
Positions of all 7 atoms, in Å:
1 N 0.6605 -0.9391 0.0469  -0.605
2 C 1.0350 0.2358 -0.0030  0.678
3 O 1.4232 1.3255 -0.0487  -0.376
4 H 1.7468 -1.0808 0.0623  0.282
5 C -1.5702 0.1119 -0.0181  0.159
6 N -1.2481 1.2193 -0.0575  -0.421
7 H -2.0282 -0.8503 0.0140  0.284

Summary:
F_max: 2.93 eV Å⁻¹
E: -262.10096 hartree
HOMO-LUMO gap: 11.9 eV
Energy relative to the best compared isomer or geometry (same formula, charge and spin): 1.713 eV